A cluster of 11 separate species, C28H81N3O11 in total in a non-equilibrium geometry. Source: OMol25; level of theory: the ωB97M-V functional and the def2-TZVPD basis.

Structure (XYZ):
```
123
C28H81N3O11 (the ωB97M-V functional and the def2-TZVPD basis)
C 1.34764 -4.38212 -3.04111
C 2.52084 -3.66165 -3.65721
C 2.06425 -2.54023 -4.57666
O 3.32834 -3.13263 -2.59969
H 1.02907 -5.11842 -3.77901
H 0.50385 -3.81012 -2.65519
H 1.72507 -4.93644 -2.18183
H 3.15643 -4.40498 -4.13847
H 2.97274 -2.16105 -5.04461
H 1.61868 -1.70802 -4.03169
H 1.41330 -2.93225 -5.35813
H 2.78856 -2.51778 -2.09750
C -0.71800 0.08508 3.13665
C -1.32636 1.10169 4.06757
C -0.78560 1.00916 5.48604
O -1.15601 2.41135 3.62273
H -0.87664 -0.89581 3.58474
H 0.36444 0.19227 3.06644
H -1.18950 0.11588 2.15439
H -2.41352 1.04825 4.00992
H -1.53571 1.43965 6.14944
H 0.20935 1.43648 5.61084
H -0.66301 -0.06572 5.61907
H -1.36609 3.01765 4.33677
C -5.29101 -1.89437 -2.73610
C -4.85783 -2.92577 -3.74629
C -3.37865 -3.42739 -3.55029
O -5.78656 -3.95869 -3.62000
H -6.09664 -1.29310 -3.15745
H -4.51158 -1.14984 -2.57402
H -5.55899 -2.20436 -1.72607
H -4.94554 -2.41944 -4.70756
H -2.69193 -2.58171 -3.51344
H -3.11053 -4.17509 -4.29671
H -3.25959 -3.85761 -2.55588
H -5.37373 -4.61864 -3.05818
C 0.78119 4.46867 0.82070
C 1.89259 3.59945 0.16364
C 2.21772 2.38572 1.02011
O 1.46722 3.30508 -1.14079
H 0.82495 4.43642 1.90934
H -0.21032 4.13187 0.51810
H 0.86300 5.51245 0.51749
H 2.72848 4.29622 0.10097
H 3.11283 1.80521 0.79673
H 1.39037 1.67609 1.02291
H 2.37747 2.71911 2.04550
H 1.57743 4.03131 -1.75890
C -4.08239 2.71293 -1.07266
C -3.31188 3.02020 0.24250
C -4.27741 3.52911 1.39367
O -4.89666 4.78596 1.08799
C -4.15427 5.94484 1.45250
N -2.64498 1.79763 0.68620
H -4.98929 2.15567 -0.83794
H -3.46918 2.11858 -1.75004
H -4.56598 3.60138 -1.47873
H -2.59249 3.81771 0.05662
H -3.60584 3.58012 2.25069
H -5.07566 2.81148 1.58313
H -4.15069 6.08214 2.53381
H -4.63760 6.87204 1.14463
H -3.10019 5.97433 1.17660
H -2.06984 2.05421 1.47581
H -1.94014 1.58870 -0.00637
C 4.76207 0.52826 3.54980
C 6.15181 0.82848 2.88286
C 6.16645 0.79726 1.35870
O 5.77903 -0.55089 0.87637
C 5.28410 -0.41071 -0.42846
N 6.60590 2.07533 3.40896
H 4.80746 0.45705 4.63652
H 4.25141 -0.33247 3.11797
H 4.08037 1.36209 3.38216
H 6.70780 -0.02196 3.27746
H 7.22290 0.95229 1.13964
H 5.54077 1.55535 0.88762
H 4.31360 0.08373 -0.38664
H 5.22031 -1.40808 -0.86354
H 5.95158 0.17864 -1.05714
H 7.44424 2.30728 2.89566
H 6.00044 2.81291 3.07807
C -1.16716 -1.08946 -1.37160
C -0.14422 -0.12818 -0.84022
C 1.28765 -0.33940 -1.40247
O 1.79115 -1.58588 -0.98015
C 1.94562 -1.76412 0.44225
N -0.65735 1.15430 -1.23807
H -2.13995 -0.85448 -0.93966
H -0.90469 -2.10032 -1.05955
H -1.15717 -0.92559 -2.44916
H -0.11450 -0.14047 0.24931
H 1.97848 0.48310 -1.21716
H 1.21243 -0.39698 -2.48835
H 2.85700 -2.35075 0.55778
H 1.11969 -2.35428 0.83931
H 2.04066 -0.83667 1.00696
H 0.02241 1.87599 -1.04525
H -0.58859 1.16210 -2.24570
C 4.39321 -4.74365 0.58667
O 5.67802 -5.25877 0.20747
H 4.38205 -3.66841 0.40819
H 3.57145 -5.08228 -0.04430
H 4.16488 -4.88283 1.64336
H 6.24556 -4.78104 0.81677
C -2.72006 -3.06879 1.80838
O -4.05521 -2.93833 1.30961
H -2.47852 -4.09134 2.09845
H -2.00029 -2.73289 1.06192
H -2.57406 -2.42364 2.67473
H -4.22848 -2.00152 1.19140
C -0.22998 0.58692 -4.87970
O 0.01076 1.66476 -3.96407
H 0.65881 -0.03194 -5.00293
H -0.96838 -0.04805 -4.39015
H -0.56649 0.77306 -5.89961
H 0.57187 2.30280 -4.41091
C -4.63561 -0.19843 2.44470
O -4.67194 -0.12779 1.05598
H -4.82561 0.78172 2.88209
H -5.30286 -0.97607 2.81638
H -3.65367 -0.54500 2.76685
H -4.04513 0.56916 0.84872
```

## Properties
orbital gap (alpha / beta)	0.3418 / 0.1312	Ha
net charge	+1
HOMO level (alpha / beta)	-11.68 / -11.68	eV
multiplicity	2
LUMO level (alpha / beta)	-0.087 / -0.298	Eh



A cluster of 13 separate species, C28H82O13 in total in a non-equilibrium geometry. Source: OMol25; level of theory: the ωB97M-V functional and the def2-TZVPD basis.

Structure (XYZ):
```
123
C28H82O13 (the ωB97M-V functional and the def2-TZVPD basis)
C 0.27774 -0.41657 5.79537
C 0.58126 0.56076 4.62060
O -0.68287 0.67533 3.97552
H -0.22926 -1.33015 5.48556
H -0.32617 0.07081 6.56085
H 1.16175 -0.77827 6.32458
H 1.34737 0.19296 3.93499
H 1.00860 1.49610 4.98859
H -0.47564 0.82360 3.04233
C -3.59976 -4.27841 -0.34235
C -3.09257 -3.60757 -1.59968
O -2.25186 -4.44863 -2.32860
H -4.34566 -3.66303 0.16240
H -2.76970 -4.38796 0.35685
H -4.07715 -5.24712 -0.48866
H -2.46625 -2.74689 -1.34902
H -3.91592 -3.31711 -2.25724
H -2.03220 -4.01314 -3.16322
C 5.01022 1.08623 -1.57255
C 4.49221 0.69799 -0.19282
O 5.56709 0.74271 0.72028
H 5.38830 2.10206 -1.68937
H 4.15789 1.00377 -2.25058
H 5.78813 0.40974 -1.92676
H 4.04220 -0.29309 -0.14932
H 3.72673 1.43166 0.07221
H 5.96782 1.61562 0.70926
C 3.11432 -3.88086 -0.72908
C 2.62983 -5.27935 -0.29065
O 3.71617 -6.05080 0.19342
H 2.41242 -3.46016 -1.45178
H 4.08549 -3.92297 -1.22234
H 3.19736 -3.16150 0.08620
H 2.09781 -5.84951 -1.05194
H 1.86607 -5.15842 0.48137
H 3.87965 -5.75579 1.09300
C -2.90394 1.56847 -3.71387
C -3.67955 0.88831 -4.82612
O -3.02280 -0.35708 -5.09038
H -3.28814 2.55946 -3.47032
H -1.88326 1.70271 -4.07476
H -2.93332 0.91994 -2.83893
H -3.73469 1.58246 -5.66545
H -4.68024 0.64971 -4.46699
H -2.19291 -0.14622 -5.52923
C 3.25536 -1.97464 3.98845
C 3.96506 -1.59173 2.70732
O 5.09599 -0.79224 2.95700
H 3.71503 -2.76320 4.58529
H 2.27576 -2.38861 3.74123
H 3.10595 -1.11266 4.63750
H 3.26531 -1.02600 2.08436
H 4.31438 -2.39301 2.05066
H 5.20804 -0.25132 2.16439
C -4.44174 -2.81980 3.14003
C -3.43288 -1.73182 2.89440
O -2.59771 -1.63493 4.05350
H -5.04522 -2.95822 2.24215
H -5.10720 -2.58249 3.97060
H -4.00193 -3.77698 3.42078
H -3.91651 -0.76278 2.74718
H -2.77151 -1.88833 2.03936
H -1.95103 -0.93175 3.92661
C 2.63523 3.95662 -1.71461
C 3.00935 5.33616 -2.30579
O 3.27857 6.31988 -1.32262
H 3.51458 3.52816 -1.23403
H 2.20220 3.25707 -2.42990
H 1.86420 4.09766 -0.95525
H 2.17996 5.67095 -2.93353
H 3.83481 5.22730 -3.00885
H 2.46643 6.59913 -0.89335
C -4.57595 -0.33995 -0.48381
C -5.11422 0.93670 0.19655
O -4.73343 2.09126 -0.60300
H -5.09790 -1.17057 -0.00484
H -3.51672 -0.47968 -0.26980
H -4.80062 -0.37510 -1.54963
H -4.69244 0.97758 1.20028
H -6.19753 0.95581 0.31827
H -5.23770 1.95358 -1.40964
C -1.34360 4.13404 -1.21759
C -1.89119 3.69418 0.13239
O -2.15093 2.33941 0.02551
H -0.89445 5.12859 -1.19302
H -2.05940 4.09074 -2.04057
H -0.58063 3.45787 -1.60636
H -2.76340 4.30269 0.37489
H -1.08444 3.86384 0.84609
H -3.04993 2.17348 -0.29459
C 1.76831 3.98613 2.31465
C 1.88591 4.38916 3.79465
O 2.07264 5.78549 3.97109
H 2.76966 4.15918 1.91719
H 0.95030 4.51701 1.83010
H 1.61695 2.91572 2.16834
H 2.72012 3.86031 4.25932
H 0.96971 4.09268 4.31114
H 2.53158 5.77722 4.81531
C -0.17592 -1.30289 0.33531
C 0.49293 0.09288 0.44886
C 0.68471 0.85066 -0.84129
O -0.28911 0.88851 1.30808
H 0.46925 -1.99490 -0.21077
H -1.11663 -1.20670 -0.20922
H -0.37484 -1.84945 1.25744
H 1.48586 -0.04022 0.88287
H 1.15558 1.80307 -0.59957
H -0.26359 0.98330 -1.36343
H 1.31842 0.29707 -1.53601
H -1.05713 1.29207 0.87499
C -0.13823 -1.24435 -3.45991
C -0.37963 -2.43306 -4.44906
C 0.40523 -3.65358 -3.97189
O -1.77034 -2.76410 -4.41397
H -0.65371 -0.36235 -3.84065
H 0.91997 -1.02988 -3.31005
H -0.56280 -1.41201 -2.46996
H -0.11811 -2.14320 -5.46812
H 1.45373 -3.36065 -3.89514
H 0.34638 -4.48994 -4.66806
H 0.12326 -3.98011 -2.97127
H -2.30902 -1.99983 -4.65635
```

## Properties
orbital gap	0.3538	Ha
net charge	0
HOMO level	-9.57	eV
multiplicity	1
LUMO level	0.002	Eh



A cluster of 10 separate species, C28H83N7O10 in total in a non-equilibrium geometry. Source: OMol25; level of theory: the ωB97M-V functional and the def2-TZVPD basis.

Structure (XYZ):
```
128
C28H83N7O10 (the ωB97M-V functional and the def2-TZVPD basis)
C 5.05178 -4.75925 -2.91497
O 4.71765 -4.50123 -4.24660
C 4.19596 -3.11475 -4.43358
C 2.73443 -2.94727 -4.04115
C 1.88118 -3.88339 -4.85046
N 2.25955 -1.56622 -4.12641
H 5.63722 -3.92983 -2.51820
H 5.42394 -5.73350 -2.59807
H 4.14818 -4.84770 -2.31183
H 4.95518 -2.43283 -4.05061
H 4.33867 -2.96541 -5.50382
H 2.77307 -3.15272 -2.97139
H 2.35680 -4.86277 -4.90248
H 1.78828 -3.55292 -5.88499
H 0.91504 -4.06560 -4.37985
H 2.61212 -1.16673 -3.26838
H 1.28258 -1.74813 -3.94602
C 2.54303 5.56996 7.09630
O 2.50515 4.86933 5.81849
C 1.38008 5.21569 5.00048
C 1.27177 4.33234 3.68324
C 2.44138 4.26134 2.72909
N 0.11407 4.72030 2.89197
H 1.61236 5.52226 7.66170
H 2.78307 6.61186 6.88435
H 3.38015 5.20555 7.69173
H 0.46867 5.12648 5.59165
H 1.38287 6.26602 4.70910
H 1.22978 3.29020 3.99992
H 2.31950 3.74925 1.77462
H 3.27380 3.83370 3.28794
H 2.65185 5.28880 2.43225
H -0.68828 4.36992 3.39554
H 0.10257 4.26667 1.98965
C -3.00561 -0.83189 -3.83023
O -2.27014 -0.63666 -5.02636
C -2.89012 -1.10685 -6.22884
C -2.06290 -0.69038 -7.48555
C -2.13795 0.76967 -7.80070
N -2.53471 -1.33700 -8.66563
H -2.34354 -0.41294 -3.07244
H -3.21661 -1.88531 -3.64614
H -3.92362 -0.24944 -3.75208
H -2.99044 -2.18972 -6.15520
H -3.88537 -0.67970 -6.35180
H -1.05409 -1.08979 -7.38131
H -1.30852 1.09735 -8.42741
H -2.09539 1.37311 -6.89397
H -3.07526 0.96543 -8.32149
H -1.83033 -1.22470 -9.38072
H -2.48965 -2.34280 -8.58547
C 0.82460 5.40738 -6.36282
O 0.43390 4.65722 -5.25350
C -0.54783 5.28614 -4.48419
C -1.07513 4.21943 -3.51814
C -2.47758 4.49194 -3.02526
N -0.22280 4.02240 -2.32844
H 1.61051 4.93253 -6.95014
H 1.24147 6.34509 -5.99539
H -0.02755 5.52059 -7.03299
H -0.19944 6.19106 -3.98634
H -1.43261 5.47084 -5.09341
H -1.11168 3.27797 -4.06624
H -2.60509 5.39772 -2.43247
H -2.79499 3.68055 -2.37027
H -3.08561 4.46988 -3.92964
H -0.65899 3.19317 -1.95131
H 0.65657 3.73003 -2.73010
C 7.34712 -1.32461 4.63444
O 6.34580 -1.87617 3.76141
C 5.07031 -1.83543 4.38825
C 4.25567 -2.94913 3.63948
C 3.86196 -2.71516 2.18816
N 3.04390 -3.35894 4.38040
H 7.03972 -0.28440 4.74204
H 8.35052 -1.35267 4.20960
H 7.30450 -1.82360 5.60258
H 5.13776 -2.08393 5.44741
H 4.56797 -0.86814 4.37835
H 4.73973 -3.92575 3.63942
H 3.06791 -1.98404 2.34000
H 3.42552 -3.62019 1.76563
H 4.64865 -2.18957 1.64688
H 2.55282 -4.05034 3.83184
H 3.37004 -3.86764 5.18968
C -1.14214 -4.74895 1.07924
O -1.02560 -5.46661 2.32083
C -1.90432 -5.04341 3.36994
C -3.19552 -5.87206 3.33285
C -4.18559 -5.65844 2.09905
N -4.06957 -5.87830 4.51652
H -0.75998 -3.75196 1.29845
H -2.13083 -4.69438 0.62358
H -0.40146 -5.19430 0.41504
H -1.38053 -5.23715 4.30600
H -2.19772 -4.00188 3.23869
H -2.85372 -6.89585 3.18081
H -4.62750 -4.68196 2.29732
H -4.93411 -6.44011 2.22871
H -3.83435 -5.78897 1.07547
H -3.80813 -6.24336 5.42122
H -4.39566 -4.93769 4.68681
C -6.70634 3.26981 2.06556
O -5.32054 3.51137 2.08063
C -4.54856 2.34577 1.98805
C -4.51327 1.38317 3.23099
C -3.80888 2.05522 4.45381
N -3.84654 0.16617 2.81770
H -7.02258 2.44500 2.70414
H -7.01863 3.05531 1.04352
H -7.16134 4.19306 2.42430
H -5.01368 1.81025 1.16042
H -3.54560 2.61211 1.65449
H -5.54756 1.22471 3.53631
H -2.73401 2.19983 4.34497
H -3.96272 1.45516 5.35068
H -4.15040 3.07006 4.65766
H -3.66183 0.13876 1.82512
H -2.91387 0.19650 3.20409
O 3.61763 1.11260 -1.14903
H 4.46571 0.92129 -0.74854
H 3.75858 1.92683 -1.63214
O 0.05937 -0.72818 4.23353
H -0.20652 -0.69002 5.15226
H 0.49990 -1.57348 4.14610
O -0.08646 0.58616 0.82675
H 0.04523 0.35299 1.74572
H 0.78325 0.51329 0.43365
```

## Properties
SMILES	COC[C@H](C)N.COC[C@H](C)N.COC[C@H](C)N.COC[C@H](C)N.COC[C@H](C)N.COC[C@H](C)N.COC[C@H](C)N.O.O.O
orbital gap	0.3361	Ha
net charge	0
HOMO level	-9.04	eV
multiplicity	1
LUMO level	0.004	Eh